No. 1
{
  "formula": "C23H22IN5O11PS2V",
  "method": "ωB97M-V with the def2-TZVPD basis set",
  "species": ["V", "O", "C", "C", "O", "C", "C", "O", "C", "O", "O", "N", "C", "P", "O", "O", "C", "N", "H", "H", "H", "H", "H", "H", "H", "H", "H", "H", "N", "C", "C", "C", "C", "C", "C", "S", "O", "O", "N", "C", "S", "C", "C", "N", "H", "H", "H", "H", "H", "H", "H", "H", "I", "C", "C", "C", "C", "C", "C", "C", "O", "O", "H", "H", "H", "H"],
  "coordinates": [[-0.185, -0.529, 0.370], [4.517, 0.497, 3.905], [3.547, 0.489, 3.205], [2.090, 0.379, 3.681], [1.672, 0.652, 4.783], [1.363, -0.003, 2.471], [2.175, 0.108, 1.338], [1.575, -0.192, 0.217], [3.528, 0.541, 1.669], [4.431, 0.909, 0.959], [0.133, -0.356, 2.246], [1.288, 3.371, 2.163], [0.027, 3.156, 2.885], [-1.234, 2.596, 1.669], [-2.353, 1.777, 2.153], [-0.259, 1.907, 0.573], [-1.884, 4.124, 0.844], [-3.202, 3.845, 0.259], [2.088, 3.216, 2.762], [1.353, 4.313, 1.800], [0.636, 2.322, 0.707], [-0.329, 4.031, 3.435], [0.126, 2.338, 3.601], [-1.200, 4.437, 0.054], [-1.910, 4.904, 1.613], [-3.153, 2.103, -0.778], [-3.684, 4.706, 0.031], [-3.768, 3.338, 0.936], [-6.741, -5.838, -0.618], [-5.643, -5.167, -1.107], [-5.566, -3.771, -1.021], [-4.491, -3.096, -1.561], [-3.472, -3.803, -2.184], [-3.535, -5.185, -2.283], [-4.614, -5.863, -1.750], [-2.110, -2.912, -2.893], [-1.257, -3.867, -3.552], [-2.646, -1.816, -3.644], [-1.319, -2.241, -1.603], [-0.599, -2.972, -0.778], [-0.225, -4.688, -0.841], [0.659, -4.553, 0.654], [0.670, -3.288, 1.095], [-0.026, -2.395, 0.304], [-7.358, -5.356, 0.009], [-6.675, -6.832, -0.502], [-6.370, -3.226, -0.539], [-4.432, -2.016, -1.527], [-2.738, -5.711, -2.791], [-4.678, -6.941, -1.836], [1.131, -5.416, 1.093], [1.164, -2.928, 1.984], [-8.738, -1.184, 1.286], [-6.772, -0.666, 0.766], [-6.555, 0.194, -0.302], [-5.260, 0.540, -0.643], [-4.190, 0.015, 0.082], [-4.425, -0.851, 1.154], [-5.717, -1.189, 1.501], [-2.808, 0.333, -0.239], [-2.514, 1.362, -0.990], [-1.873, -0.349, 0.203], [-7.386, 0.592, -0.866], [-5.079, 1.188, -1.491], [-3.581, -1.220, 1.720], [-5.898, -1.847, 2.339]],
  "forces_ev_per_a": [[3.70, 0.11, 0.48], [0.03, 0.16, 0.02], [0.04, -0.10, 0.09], [-0.20, 0.10, -0.01], [0.02, -0.06, 0.02], [0.69, 0.04, -0.89], [-0.44, -0.18, 1.19], [2.76, 0.91, -1.22], [0.05, 0.05, -0.25], [0.00, -0.08, 0.03], [-0.24, 0.05, 1.36], [-0.08, 0.11, -0.07], [-0.26, -0.12, -0.23], [0.49, 0.99, -0.19], [-0.25, -0.20, -0.06], [-0.17, 0.03, 0.03], [0.05, -0.40, 0.11], [-0.11, -0.44, 0.04], [0.03, -0.03, -0.02], [0.07, 0.07, 0.10], [-0.01, -0.29, 0.15], [-0.06, -0.04, 0.00], [0.08, -0.04, -0.01], [0.07, 0.00, 0.06], [-0.02, 0.03, -0.01], [0.59, -0.02, -0.46], [0.02, -0.05, -0.07], [0.02, 0.18, 0.14], [-0.06, 0.00, -0.10], [0.15, 0.04, -0.12], [-0.04, 0.00, 0.03], [-0.02, -0.07, -0.04], [0.32, 0.14, -0.13], [0.05, 0.07, 0.03], [-0.11, 0.00, 0.07], [0.59, 0.02, 0.67], [-0.09, -0.13, 0.06], [-0.10, 0.23, 0.09], [-0.15, -0.17, -0.39], [-0.05, -0.53, -0.33], [-0.08, 0.23, 0.06], [-0.04, 0.03, -0.08], [0.04, -0.23, 0.03], [-0.20, -1.95, -0.32], [0.00, -0.02, 0.06], [-0.02, -0.01, 0.07], [0.00, 0.01, -0.02], [-0.09, -0.06, 0.01], [0.01, -0.04, 0.00], [0.03, 0.00, -0.01], [0.02, 0.04, 0.03], [-0.02, 0.02, 0.00], [0.26, 0.04, -0.09], [-0.27, -0.04, 0.10], [-0.10, 0.05, -0.06], [0.25, -0.04, 0.05], [-0.34, -0.22, 0.35], [0.13, 0.19, -0.08], [0.01, 0.00, 0.03], [-0.03, 0.06, 0.11], [-0.61, 0.50, 0.32], [-6.21, 1.16, -0.70], [-0.01, -0.03, 0.00], [-0.03, -0.01, -0.05], [-0.03, -0.06, 0.01], [-0.02, -0.01, -0.02]],
  "lowdin_charge": [1.07, 0.16, -0.24, -0.28, 0.12, -0.29, -0.25, -0.12, -0.28, 0.13, -0.10, -0.01, -0.25, 0.63, -0.26, -0.21, -0.28, -0.04, 0.09, 0.09, 0.08, 0.10, 0.09, 0.10, 0.09, 0.11, 0.09, 0.07, 0.11, -0.31, -0.02, -0.05, -0.30, -0.07, -0.02, 0.59, -0.33, -0.30, -0.10, -0.66, 1.08, -0.38, -0.20, -0.13, 0.09, 0.09, 0.09, 0.10, 0.11, 0.11, 0.07, 0.12, 0.89, -0.72, -0.13, 0.00, -0.15, 0.02, -0.13, -0.42, 0.15, -0.08, 0.10, 0.13, 0.14, 0.11],
  "e_homo_ev": [-7.9, -8.0],
  "gap_ha": [0.2470, 0.2459],
  "spin_multiplicity": 3,
  "s_squared": 2.013
}



No. 2
{
  "formula": "C20H54N2O10",
  "method": "ωB97M-V with the def2-TZVPD basis set",
  "species": ["C", "O", "C", "C", "N", "C", "C", "O", "C", "H", "H", "H", "H", "H", "H", "H", "H", "H", "H", "H", "H", "H", "H", "H", "C", "O", "C", "C", "N", "C", "C", "O", "C", "H", "H", "H", "H", "H", "H", "H", "H", "H", "H", "H", "H", "H", "H", "H", "C", "C", "O", "H", "H", "H", "H", "H", "H", "C", "C", "O", "H", "H", "H", "H", "H", "H", "C", "C", "O", "O", "H", "H", "H", "H", "H", "H", "C", "C", "O", "O", "H", "H", "H", "H", "H", "H"],
  "coordinates": [[11.100, -13.858, -19.634], [11.782, -13.028, -18.697], [11.490, -13.484, -17.407], [12.162, -12.490, -16.381], [13.560, -12.300, -16.725], [14.305, -11.369, -15.867], [15.659, -11.015, -16.489], [16.454, -10.254, -15.936], [17.765, -10.128, -16.462], [11.324, -13.548, -20.662], [10.010, -13.770, -19.561], [11.326, -14.924, -19.543], [11.918, -14.464, -17.286], [10.454, -13.647, -17.256], [12.045, -12.696, -15.329], [11.610, -11.504, -16.469], [13.473, -12.103, -17.771], [14.471, -11.844, -14.951], [13.763, -10.468, -15.589], [15.403, -10.537, -17.447], [16.093, -11.981, -16.600], [18.325, -9.501, -15.772], [17.713, -9.622, -17.463], [18.260, -11.058, -16.602], [10.921, -20.399, -11.716], [11.304, -19.065, -11.306], [10.743, -18.099, -12.173], [9.321, -17.662, -11.893], [9.208, -16.728, -10.692], [7.969, -16.104, -10.691], [7.998, -15.262, -9.392], [8.852, -14.452, -9.038], [8.876, -13.274, -9.880], [11.468, -20.674, -12.651], [9.839, -20.582, -11.846], [11.303, -21.054, -10.902], [10.840, -18.535, -13.157], [11.366, -17.263, -12.124], [8.623, -18.475, -11.917], [9.079, -17.019, -12.785], [9.858, -15.974, -10.784], [7.119, -16.828, -10.681], [7.895, -15.509, -11.618], [7.891, -15.892, -8.544], [7.076, -14.811, -9.389], [9.767, -12.751, -9.748], [8.180, -12.515, -9.647], [8.812, -13.457, -10.925], [10.014, -16.507, -17.280], [9.201, -17.567, -16.788], [9.170, -17.513, -15.362], [9.864, -16.320, -18.338], [11.098, -16.692, -17.127], [9.799, -15.594, -16.729], [9.465, -18.542, -17.130], [8.089, -17.468, -17.073], [8.250, -17.453, -15.113], [6.084, -18.989, -15.494], [5.629, -17.863, -14.684], [6.765, -17.328, -14.004], [6.657, -18.672, -16.343], [5.224, -19.487, -15.827], [6.738, -19.616, -14.752], [4.863, -18.251, -14.044], [5.223, -17.090, -15.354], [6.425, -16.532, -13.533], [10.679, -14.747, -13.613], [9.397, -14.370, -14.192], [8.708, -13.558, -13.375], [11.207, -15.706, -14.451], [10.566, -15.115, -12.599], [11.366, -13.878, -13.567], [8.778, -15.260, -14.360], [9.630, -13.803, -15.122], [7.807, -13.860, -13.348], [10.498, -16.362, -14.691], [7.144, -15.022, -18.753], [6.407, -14.783, -17.559], [7.096, -15.346, -16.525], [6.502, -14.365, -19.778], [7.050, -16.095, -18.942], [8.201, -14.700, -18.651], [5.448, -15.262, -17.594], [6.102, -13.723, -17.394], [6.522, -15.349, -15.783], [5.617, -14.751, -19.759]],
  "forces_ev_per_a": [[-0.12, 0.41, -0.69], [-0.76, -0.36, -1.05], [2.13, 0.64, 1.68], [-1.09, 1.23, -1.01], [-0.29, -0.15, -1.85], [-0.37, 0.92, -0.93], [-5.77, -4.81, -5.15], [6.03, 6.11, 6.18], [-1.11, 1.49, -0.67], [0.33, 0.09, 0.37], [-0.03, 0.17, 0.35], [0.36, 0.06, 0.24], [0.54, -0.58, 0.22], [-1.36, 0.50, 0.24], [-0.05, -0.92, 0.27], [0.23, -0.62, -0.15], [1.11, 0.26, 1.96], [0.31, -1.06, 1.57], [-0.41, 0.51, -0.31], [-0.31, -0.76, -0.99], [0.48, -1.41, -1.02], [-0.03, -0.05, -0.06], [0.05, -0.30, 0.65], [0.29, -1.14, 0.04], [1.29, 0.02, 0.69], [-0.94, -1.20, 0.05], [-0.53, -1.47, 0.28], [1.08, 2.67, -0.24], [1.19, -3.80, -1.58], [-0.43, 0.77, 0.72], [-7.26, -6.34, -1.54], [7.88, 7.61, 0.21], [0.45, -0.72, 0.55], [-0.49, 0.21, 0.46], [0.34, 0.41, 0.10], [-0.39, 0.30, -0.59], [-0.32, 0.29, -0.76], [1.11, 1.45, 0.05], [-0.53, -0.34, 0.61], [-0.09, -0.61, 0.34], [1.04, 0.01, -0.09], [0.54, 0.56, 0.31], [-0.62, 0.41, -0.04], [-0.10, -1.78, 0.47], [-3.26, 1.51, -0.19], [1.98, 0.38, 0.46], [-1.70, 0.32, 0.72], [-0.20, -0.73, -0.92], [2.27, 1.94, -0.95], [-4.00, -1.13, 0.88], [0.88, -0.53, 0.05], [0.00, -0.03, -0.24], [-0.53, -0.03, -0.06], [-0.15, 0.04, -0.17], [0.59, -0.87, -0.13], [1.71, 0.16, -0.21], [-0.34, 0.08, 0.62], [2.29, -1.26, 1.57], [0.08, 1.17, -0.67], [-1.11, 1.18, 0.78], [0.48, -0.03, -0.37], [-0.99, -1.24, -0.53], [-1.18, 0.62, -1.75], [-0.45, 0.30, 0.93], [-0.31, -0.02, 0.28], [0.75, -0.83, -0.15], [1.19, 0.13, 0.51], [-0.09, -0.21, -2.18], [-1.74, 2.38, 2.34], [0.62, -1.54, -0.91], [-0.13, -0.09, 0.52], [-0.24, -0.43, -0.01], [0.51, -0.08, -0.61], [-0.36, -0.78, -0.04], [-0.45, 0.23, 0.20], [0.71, 0.59, 0.32], [1.47, -0.82, -1.31], [-2.18, 1.69, 1.88], [1.62, -0.45, 1.26], [-0.67, 0.72, -1.57], [0.89, -0.28, 0.02], [-0.66, -0.21, -0.26], [-1.01, -0.59, -0.56], [0.85, -0.18, -0.15], [-0.47, -0.14, 1.24], [-0.04, 0.40, -0.53]],
  "lowdin_charge": [-0.09, -0.18, -0.22, -0.19, -0.07, -0.18, -0.40, -0.14, -0.05, 0.09, 0.07, 0.08, 0.11, 0.08, 0.09, 0.13, 0.14, 0.10, 0.11, 0.13, 0.12, 0.09, 0.11, 0.08, -0.10, -0.18, -0.23, -0.14, -0.04, -0.23, -0.41, -0.08, -0.02, 0.09, 0.08, 0.09, 0.11, 0.10, 0.11, 0.09, 0.09, 0.14, 0.09, 0.13, 0.09, 0.07, 0.08, 0.06, -0.11, -0.31, -0.10, 0.08, 0.11, 0.05, 0.11, 0.11, 0.02, -0.07, -0.32, -0.10, 0.05, 0.07, 0.14, 0.11, 0.11, 0.11, -0.28, -0.32, -0.03, -0.06, 0.10, 0.13, 0.11, 0.13, 0.08, 0.06, -0.30, -0.31, -0.03, -0.03, 0.14, 0.12, 0.12, 0.15, 0.06, 0.10],
  "e_homo_ev": -8.3,
  "gap_ha": 0.2928
}



No. 3
{
  "formula": "C3H5NOS",
  "method": "ωB97M-V with the def2-TZVPD basis set",
  "species": ["C", "C", "C", "H", "H", "H", "H", "H", "N", "O", "S"],
  "coordinates": [[-0.820, 0.591, -0.449], [1.134, -0.659, -0.137], [1.795, 0.323, 0.493], [-2.332, -1.398, 0.054], [-0.164, 1.377, -0.876], [1.606, -1.597, -0.417], [1.302, 1.259, 0.796], [2.837, 0.163, 0.789], [-2.006, 0.909, -0.160], [-0.226, -0.664, -0.331], [-3.126, -0.304, 0.238]],
  "forces_ev_per_a": [[0.71, 0.68, -0.13], [0.60, 0.67, 1.15], [-0.19, -0.36, -0.12], [-0.40, 0.30, 0.17], [-0.26, -0.63, 0.46], [-0.27, 0.15, -0.03], [0.33, -0.63, -0.03], [-0.43, 0.20, -0.45], [0.28, -0.91, -0.52], [-0.73, 0.84, -0.68], [0.36, -0.31, 0.17]],
  "lowdin_charge": [-0.35, -0.20, 0.02, -0.13, 0.14, 0.12, 0.07, 0.06, -0.35, -0.09, 0.73],
  "e_homo_ev": -8.8,
  "gap_ha": 0.3566
}



Record-wise relative energy (zero: lowest compared OMol25 entry of this formula, charge and spin) values, in kJ/mol: 238.2 58.9 229.0